Entry 1:
Density functional theory data (wB97M-V/def2-TZVPD) for C25H24F2HgN3O6S as an isolated structure.

Geometry (Å):
Hg1 -0.24315 0.32271 -0.74786
F1 1.20283 2.64279 3.95261
C1 0.25536 2.53222 2.96642
C2 0.47214 1.71798 1.87283
C3 -0.49226 1.60847 0.87665
C4 -1.75284 2.29820 0.96901
C5 -1.86407 3.12873 2.11099
F2 -2.98745 3.89585 2.30625
C6 -0.91434 3.26116 3.09288
C7 -2.79045 2.11201 -0.01567
C8 -4.12040 2.62090 0.07512
C9 -5.05626 2.31693 -0.87317
C10 -4.70944 1.48558 -1.97311
C11 -3.40406 1.04167 -2.01965
N1 -2.47174 1.32941 -1.11826
H1 1.39469 1.15173 1.82238
H2 -1.09033 3.91919 3.93302
H3 -4.40469 3.24152 0.90889
H4 -6.06333 2.70896 -0.77332
H5 -5.42093 1.20334 -2.73719
H6 -3.07716 0.39172 -2.82900
C12 -2.07876 -0.35434 3.80907
C13 -1.92157 -1.12326 2.52508
C14 -0.77292 -1.87216 2.27786
C15 -0.56927 -2.47179 1.04627
C16 -1.52445 -2.31900 0.05025
C17 -2.70549 -1.63529 0.29810
C18 -2.89897 -1.04463 1.53782
S1 -1.08426 -2.72164 -1.62022
O1 -2.29688 -2.69818 -2.42182
O2 -0.37531 -3.99024 -1.62883
N2 -0.10489 -1.49871 -1.90655
C19 0.59643 -1.52581 -3.18285
C20 1.64522 -0.40058 -3.26818
O3 2.66199 -0.64352 -3.95749
O4 1.40813 0.66660 -2.64462
H7 -1.12277 -0.26453 4.32556
H8 -2.79109 -0.83859 4.48294
H9 -2.43661 0.65560 3.59898
H10 0.01207 -1.91997 3.02381
H11 0.35793 -2.98537 0.82709
H12 -3.41931 -1.50522 -0.50431
H13 -3.78209 -0.43756 1.70500
H14 -0.08769 -1.39308 -4.03299
H15 1.11892 -2.47417 -3.32649
O5 4.15308 -2.97902 0.50742
C21 3.41202 -1.88367 0.71466
O6 2.90295 -1.63694 1.77864
C22 3.30258 -0.99894 -0.51826
N3 4.22652 -1.47812 -1.57294
C23 5.26490 -0.44663 -1.70822
C24 4.54903 0.86516 -1.40657
C25 3.64309 0.48181 -0.23595
H16 2.27745 -1.06294 -0.88740
H17 3.71606 -1.50036 -2.45723
H18 4.44169 -2.86568 -0.43821
H19 5.69856 -0.49183 -2.70750
H20 6.06156 -0.62988 -0.97602
H21 3.92914 1.13712 -2.26279
H22 5.22797 1.68734 -1.16871
H23 2.74184 1.09076 -0.19640
H24 4.16109 0.57621 0.72217

## Properties
lowest unoccupied orbital energy (spin up / spin down): 0.179 / 0.179 Eh
HOMO-LUMO gap (spin up / spin down): 4.011 / 7.392 eV
HOMO (spin up / spin down): 0.854 / -2.529 eV
relative energy (zero: lowest compared OMol25 entry of this formula, charge and spin): 0.0 kcal per mole
2S+1: 2
total charge: -2

Charge distribution, natural (NBO) scheme, values in e: 1.378 -0.371 0.386 -0.367 -0.454 -0.143 0.371 -0.367 -0.411 0.049 -0.243 -0.248 -0.403 0.062 -0.629 0.227 0.215 0.211 0.181 0.191 0.190 -0.653 0.092 -0.252 -0.178 -0.354 -0.179 -0.253 2.324 -0.998 -0.997 -1.115 -0.356 0.769 -0.786 -0.807 0.215 0.198 0.231 0.216 0.239 0.247 0.214 0.191 0.203 -0.705 0.793 -0.618 -0.207 -0.680 -0.218 -0.433 -0.410 0.262 0.427 0.509 0.201 0.161 0.251 0.190 0.243 0.198

---

Entry 2:
Density functional theory data (wB97M-V/def2-TZVPD) for a 3-piece molecular cluster, C18H30F2IN4O4 overall in a non-equilibrium geometry.

Geometry (Å):
O1 -6.32301 1.94398 -3.78679
N1 -5.79979 1.32735 -4.70821
O2 -5.25990 0.19319 -4.22746
C1 -3.81690 0.41760 -3.86769
C2 -3.44170 -0.05231 -2.34894
C3 -1.82911 0.29196 -2.04170
C4 -1.14415 0.98664 -3.34965
N2 0.33347 1.39536 -3.16251
C5 0.38232 2.66061 -2.33612
O3 -0.16905 3.76909 -2.90382
F1 1.02085 2.80819 -0.99515
C6 1.14560 0.26668 -2.57199
O4 1.89213 -0.45819 -3.44869
F2 1.23197 -0.11893 -1.14544
N3 -1.71323 1.28979 -4.69008
I1 -0.59153 2.19043 -6.22318
N4 -3.01672 1.01555 -4.95160
H1 -4.14837 -0.55348 -1.56248
H2 -1.31714 0.08173 -1.00119
C7 7.09088 -1.80733 2.12799
C8 6.87506 -2.31464 0.71056
C9 6.42083 -1.21711 -0.25559
C10 5.06944 -0.57356 0.07998
C11 3.89097 -1.54723 0.16418
C12 3.60595 -2.25460 -1.15172
H3 6.16749 -1.41514 2.56301
H4 7.43880 -2.62291 2.77053
H5 7.84602 -1.01564 2.14687
H6 6.15669 -3.14122 0.71980
H7 7.81894 -2.73388 0.34198
H8 6.38656 -1.63294 -1.26926
H9 7.18266 -0.42771 -0.28122
H10 4.85106 0.18564 -0.67997
H11 5.14844 -0.03414 1.02970
H12 2.99630 -0.98351 0.45732
H13 4.05775 -2.28734 0.95154
H14 3.38652 -1.52969 -1.94244
H15 2.74013 -2.91371 -1.04523
H16 4.45278 -2.86862 -1.47229
C13 -2.96662 -0.03868 4.82743
C14 -4.24903 0.48827 4.20229
C15 -4.59808 -0.20111 2.88045
C16 -3.57275 -0.00865 1.75587
C17 -3.28361 1.44825 1.38473
C18 -4.50463 2.18211 0.85202
H17 -2.10046 0.13522 4.18303
H18 -2.77701 0.46711 5.77995
H19 -3.04228 -1.11257 5.02341
H20 -4.17370 1.57197 4.06343
H21 -5.07338 0.32683 4.90721
H22 -5.57925 0.15550 2.54615
H23 -4.71578 -1.27720 3.06035
H24 -3.93322 -0.53834 0.86644
H25 -2.63138 -0.49415 2.03392
H26 -2.50513 1.46067 0.61146
H27 -2.87283 1.99009 2.24100
H28 -4.90086 1.68147 -0.03750
H29 -4.23790 3.20570 0.57534
H30 -5.30114 2.23756 1.59995

## Properties
lowest unoccupied orbital energy: -0.241 Eh
HOMO-LUMO gap: 5.968 eV
HOMO: -12.519 eV
total charge: +1

Charge distribution, natural (NBO) scheme, values in e: -0.199 0.393 -0.377 0.435 -0.102 -0.172 0.366 -0.540 0.934 -0.487 -0.290 0.913 -0.425 -0.304 -0.276 0.620 -0.153 0.320 0.332 -0.610 -0.400 -0.398 -0.396 -0.398 -0.614 0.197 0.214 0.205 0.192 0.207 0.199 0.204 0.191 0.203 0.188 0.201 0.200 0.203 0.210 -0.611 -0.401 -0.400 -0.392 -0.393 -0.610 0.193 0.221 0.207 0.194 0.214 0.203 0.209 0.168 0.206 0.164 0.217 0.180 0.219 0.221

---

Entry 3:
Density functional theory data (wB97M-V/def2-TZVPD) for CH3N3O2S in the gas phase in a non-equilibrium geometry.

Geometry (Å):
C1 -1.24190 -0.89377 0.00153
N1 0.27904 0.64432 0.57228
N2 1.61257 0.26738 0.05502
N3 -0.84231 0.27155 -0.21537
O1 2.44431 1.12131 0.15344
O2 -1.28933 1.13917 -0.88516
S1 1.72602 -1.18337 -0.58707
H1 -0.65372 -1.55719 0.53036
H2 -2.09344 -1.35531 -0.43773
H3 0.05877 1.54591 0.81271

## Properties
lowest unoccupied orbital energy: -0.039 Eh
HOMO-LUMO gap: 8.267 eV
HOMO: -9.322 eV
relative energy (zero: lowest compared OMol25 entry of this formula, charge and spin): 152.5 kcal per mole
SMILES string: C=[N+]([O-])N[N+]([O-])=S

Charge distribution, natural (NBO) scheme, values in e: -0.183 -0.359 0.153 0.259 -0.308 -0.469 0.097 0.207 0.208 0.393

---

Number 1: E_tot -2334.19574 hartree, molecular weight 733.1 g/mol. Number 2: E_tot -1720.47532 hartree, molecular weight 531.4 g/mol. Number 3: E_tot -752.58815 hartree, molecular weight 121.1 g/mol.